# C5H11NO

C5H11NO as an isolated structure (wB97M-V/def2-TZVPD, OMol25).

```
18
Properties=species:S:1:pos:R:3:forces:R:3:lowdin_charge:R:1
C -2.028 0.293 -1.033 -0.034 0.077 0.023 -0.09
C -0.850 -0.436 -0.430 0.068 -0.046 -0.128 -0.26
C 0.348 0.219 -0.039 -0.231 -0.036 0.063 -0.45
C 0.300 1.642 0.480 0.026 0.097 -0.024 -0.08
N 0.948 -0.679 0.870 0.269 -0.264 -0.055 -0.03
C 2.039 -1.290 0.609 -0.238 0.099 0.195 -0.21
O 2.749 -1.063 -0.484 -0.083 0.074 -0.030 0.07
H -2.009 1.363 -0.805 -0.014 -0.162 -0.003 0.06
H -2.038 0.176 -2.123 0.015 0.041 0.158 0.08
H -2.968 -0.117 -0.651 0.127 0.042 -0.074 0.07
H -1.117 -1.039 0.887 -0.010 0.013 -0.001 0.11
H -0.711 -1.434 -0.856 -0.023 0.150 0.112 0.10
H 2.187 -0.416 -0.983 0.115 -0.050 0.019 0.12
H 0.232 2.376 -0.331 -0.023 -0.131 0.122 0.07
H -0.556 1.809 1.155 0.114 -0.061 -0.050 0.08
H 1.206 1.869 1.052 -0.102 -0.042 -0.138 0.07
H -0.178 -1.220 1.419 0.092 0.098 -0.150 0.15
H 2.446 -2.053 1.265 -0.070 0.100 -0.041 0.14
```
Forces are in eV/Å.

Results
- strongest force on any atom (eV/Å) = 0.38
- HOMO level (eV) = -7.49
- relative energy (zero: lowest compared OMol25 entry of this formula, charge and spin) (kcal per mole) = 109.8

---

# C5H11NO

One molecule with the formula C5H11NO (wB97M-V/def2-TZVPD, OMol25).

```
18
Properties=species:S:1:pos:R:3:forces:R:3:lowdin_charge:R:1
C -1.245 -0.987 -1.503 -1.257 -0.384 0.237 0.03
C -1.125 -0.033 -0.589 -0.659 -1.634 1.216 -0.44
N -1.952 -0.037 0.569 -1.254 -0.381 2.102 0.04
C -0.081 1.014 -0.606 -0.104 1.294 0.383 -0.18
C 0.827 1.137 0.606 -0.465 -1.223 -0.456 -0.18
C 1.456 -0.209 0.853 2.435 -0.174 1.289 -0.28
O 2.115 -0.715 -0.311 0.129 1.107 0.158 -0.06
H -0.527 -1.108 -2.267 0.393 0.142 -0.966 0.04
H -2.110 -1.678 -1.460 0.839 0.299 0.028 0.07
H -1.401 -0.029 1.453 -0.653 0.238 -1.172 0.08
H -2.772 -0.721 0.755 2.245 1.351 -1.325 0.13
H 0.541 0.902 -1.444 0.697 -0.443 -1.319 0.10
H -0.540 1.988 -0.730 -0.479 0.235 -0.084 0.12
H 1.493 2.000 0.504 0.067 -0.422 0.126 0.13
H 0.185 1.243 1.449 -0.336 0.803 1.024 0.09
H 0.743 -0.954 1.133 -1.075 -0.247 0.226 0.10
H 2.155 -0.166 1.779 -0.644 0.074 -1.491 0.14
H 2.238 -1.647 -0.191 0.123 -0.634 0.023 0.08
```
Forces are in eV/Å.

Results
- strongest force on any atom (eV/Å) = 2.94
- HOMO level (eV) = -8.20
- relative energy (zero: lowest compared OMol25 entry of this formula, charge and spin) (kcal per mole) = 47.1
- SMILES string = C=C(N)CCCO

---

# C5H11NO

One molecule with the formula C5H11NO (wB97M-V/def2-TZVPD, OMol25).

```
18
Properties=species:S:1:pos:R:3:forces:R:3:lowdin_charge:R:1
C 1.052 0.676 1.965 0.084 0.108 0.114 -0.13
C 0.778 -0.457 1.015 -0.173 -0.088 0.049 -0.14
C -0.077 -0.337 -0.019 0.134 -0.165 0.197 -0.40
N -0.863 -1.404 -0.441 0.118 -0.037 0.107 -0.02
C -2.000 -1.314 -1.334 -0.068 0.088 -0.212 -0.10
O -0.236 0.831 -0.706 -0.082 -0.160 0.114 -0.08
C 1.008 1.494 -0.973 0.085 0.155 -0.083 -0.06
H 2.082 1.058 1.999 -0.097 -0.114 -0.063 0.07
H 0.381 1.520 1.759 0.192 -0.131 0.046 0.08
H 0.802 0.323 2.973 0.136 0.149 -0.065 0.07
H 1.039 -1.465 1.321 -0.218 0.044 0.158 0.09
H -1.042 -2.020 0.338 0.074 0.062 -0.166 0.12
H -2.905 -0.898 -0.861 0.236 0.006 -0.045 0.08
H -2.240 -2.325 -1.680 0.043 0.218 -0.014 0.08
H -1.758 -0.700 -2.200 0.010 -0.036 0.038 0.08
H 0.762 2.425 -1.486 -0.046 -0.167 -0.021 0.09
H 1.644 0.862 -1.604 -0.185 0.087 0.033 0.10
H 1.573 1.732 -0.067 -0.243 -0.017 -0.189 0.06
```
Forces are in eV/Å.

Results
- strongest force on any atom (eV/Å) = 0.31
- HOMO level (eV) = -7.34
- relative energy (zero: lowest compared OMol25 entry of this formula, charge and spin) (kcal per mole) = 51.5
- SMILES string = C/C=C(/NC)OC

---

# C5H11NO

One molecule with the formula C5H11NO (wB97M-V/def2-TZVPD, OMol25).

```
18
Properties=species:S:1:pos:R:3:forces:R:3:lowdin_charge:R:1
C 1.971 0.164 -1.409 -0.008 0.044 -0.001 -0.06
C 1.087 -0.549 -0.417 0.084 -0.128 -0.156 -0.34
C 1.276 -0.359 1.040 0.158 -0.045 0.196 -0.11
N 0.121 0.213 0.366 -0.095 0.003 -0.021 -0.09
C -1.154 -0.439 0.671 -0.082 -0.053 0.082 -0.20
C -2.287 0.359 0.042 -0.058 -0.374 -0.092 -0.27
O -2.246 1.692 0.493 0.200 0.185 -0.055 -0.07
H 1.521 0.204 -2.406 0.010 0.008 0.144 0.07
H 2.930 -0.360 -1.490 -0.150 0.083 -0.017 0.08
H 2.169 1.188 -1.077 -0.047 -0.136 -0.025 0.08
H 0.746 -1.539 -0.728 0.068 0.127 0.082 0.13
H 2.013 0.361 1.393 -0.099 -0.132 -0.055 0.11
H 1.101 -1.204 1.704 0.008 0.107 -0.115 0.11
H -1.176 -1.491 0.338 0.003 0.157 0.037 0.12
H -1.288 -0.426 1.759 0.004 0.009 -0.119 0.12
H -2.222 0.304 -1.057 0.012 0.043 0.145 0.12
H -3.253 -0.061 0.343 0.141 0.046 -0.064 0.12
H -1.311 1.943 0.432 -0.150 0.059 0.037 0.08
```
Forces are in eV/Å.

Results
- strongest force on any atom (eV/Å) = 0.39
- HOMO level (eV) = -9.47
- relative energy (zero: lowest compared OMol25 entry of this formula, charge and spin) (kcal per mole) = 46.0
- SMILES string = C[C@H]1CN1CCO

---

Number 1: E_tot -8896.9343 eV. Number 2: E_tot -8899.6566 eV. Number 3: E_tot -8899.4638 eV. Number 4: E_tot -8899.7017 eV.